[1]
Here is one molecule with the formula C5H10O from the OMol25 dataset. Energies are from ωB97M-V/def2-TZVPD.

```
16
Properties=species:S:1:pos:R:3:forces:R:3
C -1.767896 0.158052 1.080566 0.0 0.1 0.1
C -1.064609 0.294706 -0.252036 -0.1 0.2 0.1
O -0.740338 -0.998960 -0.728878 0.3 -0.4 0.3
C 0.346398 -0.098317 -0.382114 0.2 0.0 0.0
C 1.150456 0.016858 -1.656253 0.0 0.1 -0.1
C 1.175522 -0.164796 0.904298 -0.1 -0.2 0.0
H -1.510566 0.931346 1.809031 -0.1 0.0 -0.1
H -2.850495 0.157236 0.920040 0.1 0.1 0.1
H -1.501955 -0.823137 1.489950 0.0 0.3 0.0
H -1.466395 1.034603 -0.946466 -0.1 -0.4 -0.2
H 0.505930 0.277196 -2.499131 0.1 0.1 0.1
H 1.517718 -1.003252 -1.836198 0.1 0.2 -0.1
H 2.016995 0.680646 -1.611091 -0.2 0.1 0.1
H 1.130051 -1.129473 1.410355 0.0 0.0 -0.1
H 0.833526 0.603747 1.610136 0.0 -0.2 -0.1
H 2.225657 0.063546 0.687790 -0.2 -0.2 0.0
```
Positions in Å, forces in eV/Å.

Calculated values
- orbital gap (Ha) = 0.4047
- highest occupied orbital energy (eV) = -9.9372
- LUMO (eV) = 1.074
- energy above the lowest of the compared OMol25 structures with the same formula, charge and spin (kJ/mol) = 136.02
- M (g/mol) = 86.13

Results of the Löwdin charge analysis, in e, for atoms 1 through 5: number 1, C, carries -0.04; number 2, C, carries -0.31; number 3, O, carries -0.02; number 4, C, carries -0.48; number 5, C, carries -0.02

---

[2]
Here is C5H10O as an isolated structure from the OMol25 dataset. Energies are from ωB97M-V/def2-TZVPD.

```
16
Properties=species:S:1:pos:R:3:forces:R:3
C 2.015856 0.899146 -0.005766 0.4 -0.2 0.3
C 1.161073 -0.240852 -0.439814 -1.6 3.1 -1.2
C 0.306904 -0.963635 0.507858 -2.9 1.2 -0.7
C -0.980934 -0.283114 -0.469512 0.8 -2.8 2.5
C -2.223137 0.129363 0.255614 -0.2 0.3 -0.2
O -0.278811 0.715412 -1.055096 3.3 -0.6 0.2
H 2.316011 1.519497 -0.853022 -0.1 -0.1 0.1
H 1.476379 1.518105 0.718730 0.1 -0.2 -0.2
H 2.920748 0.503846 0.482431 -0.1 0.1 -0.1
H 1.508100 -0.785950 -1.293456 0.1 -0.2 -0.5
H 0.293812 -2.036895 0.468692 0.2 -0.4 0.0
H 0.289887 -0.565250 1.524945 0.1 -0.1 -0.2
H -1.180268 -1.137933 -1.121507 -0.2 0.0 -0.4
H -2.701524 -0.717854 0.736318 -0.1 -0.2 0.0
H -1.995976 0.879631 1.009121 0.0 0.1 0.1
H -2.928117 0.566484 -0.465536 0.1 0.0 0.1
```
Positions in Å, forces in eV/Å.

Calculated values
- orbital gap (Ha) = 0.3607
- highest occupied orbital energy (eV) = -8.7032
- LUMO (eV) = 1.113
- energy above the lowest of the compared OMol25 structures with the same formula, charge and spin (kJ/mol) = 252.49
- M (g/mol) = 86.13

Results of the Löwdin charge analysis, in e, for atoms 1 through 5: number 1, C, carries -0.07; number 2, C, carries -0.18; number 3, C, carries -0.06; number 4, C, carries -0.47; number 5, C, carries -0.06

---

[3]
Here is one molecule with the formula C5H10O from the OMol25 dataset. Energies are from ωB97M-V/def2-TZVPD.

```
16
Properties=species:S:1:pos:R:3:forces:R:3
C 2.058687 -0.230712 -0.810660 -0.1 -0.1 -0.2
C 1.004620 0.010789 0.257614 0.1 0.7 0.1
O 1.304593 0.792924 1.133976 -0.2 -0.4 0.3
C -0.461729 -0.428378 0.102866 0.0 0.0 0.0
C -1.039530 0.672354 -0.808535 -0.1 0.1 -0.1
C -1.213830 -0.466190 1.435771 0.0 0.0 0.1
H 2.991240 -0.574424 -0.343978 -0.3 0.0 -0.1
H 1.745526 -0.908177 -1.603887 0.0 -0.1 0.0
H 2.288676 0.751389 -1.248282 -0.1 -0.3 0.1
H -0.573974 -1.398499 -0.401145 0.3 0.2 0.0
H -0.559807 0.667159 -1.793608 -0.1 0.0 0.1
H -0.853171 1.649474 -0.345747 -0.1 -0.2 -0.1
H -2.120041 0.556013 -0.951760 0.2 -0.1 0.0
H -1.064985 0.466197 1.986730 0.0 -0.1 -0.1
H -0.883573 -1.291512 2.074499 0.1 0.1 -0.1
H -2.291083 -0.593651 1.268450 0.2 0.0 -0.1
```
Positions in Å, forces in eV/Å.

Calculated values
- orbital gap (Ha) = 0.3875
- highest occupied orbital energy (eV) = -9.5093
- LUMO (eV) = 1.035
- energy above the lowest of the compared OMol25 structures with the same formula, charge and spin (kJ/mol) = 16.42
- M (g/mol) = 86.13

Results of the Löwdin charge analysis, in e, for atoms 1 through 5: number 1, C, carries -0.02; number 2, C, carries -0.43; number 3, O, carries 0.07; number 4, C, carries -0.36; number 5, C, carries -0.07

---

[4]
Here is one molecule with the formula C5H10O from the OMol25 dataset. Energies are from ωB97M-V/def2-TZVPD.

```
16
Properties=species:S:1:pos:R:3:forces:R:3
C -1.579507 1.045091 0.108278 0.0 0.0 0.0
C -1.372493 -0.460123 0.294992 -0.1 -0.1 0.0
C 0.068527 -0.852970 0.646174 0.0 -0.1 0.1
C 1.020246 -1.204553 -0.476448 -0.2 -0.1 0.3
C 2.036961 0.313684 -0.766708 0.1 0.4 -0.2
O 2.336445 -0.871210 -0.065598 -0.2 -0.1 0.0
H -1.022454 1.443873 -0.747970 0.0 -0.1 0.1
H -1.257029 1.592154 1.002802 0.0 -0.1 -0.1
H -2.638202 1.280071 -0.052723 0.2 -0.1 0.0
H -1.708084 -1.004879 -0.596555 0.1 0.1 0.1
H -2.015551 -0.789050 1.119793 0.0 0.0 -0.1
H 0.052203 -1.852667 1.108850 0.0 0.1 0.1
H 0.491018 -0.168446 1.399232 0.0 -0.1 -0.1
H 1.086736 -0.012823 -1.384680 0.0 0.3 -0.1
H 2.766211 0.508357 -1.555495 -0.1 0.0 0.1
H 1.789978 1.164842 -0.126896 0.0 -0.2 -0.1
```
Positions in Å, forces in eV/Å.

Calculated values
- orbital gap (Ha) = 0.3411
- highest occupied orbital energy (eV) = -8.3089
- LUMO (eV) = 0.973
- energy above the lowest of the compared OMol25 structures with the same formula, charge and spin (kJ/mol) = 442.36
- M (g/mol) = 86.13

Results of the Löwdin charge analysis, in e, for atoms 1 through 5: number 1, C, carries -0.12; number 2, C, carries -0.26; number 3, C, carries -0.24; number 4, C, carries -0.09; number 5, C, carries -0.13